Below is C15H31ClCuF4N5O8S4 as an isolated structure, with properties calculated with ωB97M-V/def2-TZVPD.

Last column: natural (NBO) charge in e.
Geometry (Å):
Cu -13.31094 -33.11391 -9.90548  0.86
C -21.16043 -30.41958 -14.69757  -0.62
C -20.23368 -31.22298 -15.50338  -0.39
C -18.71462 -31.25385 -15.11900  -0.42
C -18.34348 -31.29068 -13.55554  -0.21
N -17.04852 -32.12203 -13.30859  -0.21
C -16.81917 -32.32417 -11.76308  -0.21
C -16.06407 -33.55449 -11.59203  -0.44
C -16.20018 -34.39989 -12.87627  -0.43
C -16.99237 -33.57229 -13.87563  -0.21
C -15.92221 -31.21355 -13.84512  -0.40
H -22.15107 -30.35905 -15.14819  0.23
H -20.83581 -29.38052 -14.64219  0.20
H -21.17901 -30.60998 -13.62449  0.21
H -20.21136 -30.78366 -16.50068  0.21
H -20.59006 -32.24386 -15.64088  0.20
H -18.16378 -30.48283 -15.65772  0.22
H -18.28084 -32.10533 -15.64332  0.22
H -19.07973 -31.75609 -12.90023  0.22
H -18.24707 -30.27503 -13.17180  0.23
H -16.47447 -31.42086 -11.25977  0.25
H -17.79805 -32.57603 -11.35508  0.21
H -15.01263 -33.36389 -11.37699  0.22
H -16.48281 -34.13585 -10.77057  0.28
H -15.20170 -34.61924 -13.25445  0.25
H -16.68721 -35.37138 -12.79199  0.24
H -16.59033 -33.62852 -14.88721  0.23
H -18.02160 -33.92810 -13.92217  0.21
H -16.12268 -31.29270 -14.91359  0.21
H -14.99437 -31.72448 -13.58791  0.26
H -16.06644 -30.22464 -13.40996  0.22
C -16.46981 -31.60984 -7.95622  -0.61
C -16.59206 -32.90138 -7.16069  -0.21
N -17.31873 -32.53996 -5.99897  -0.37
C -16.84239 -32.14146 -4.79717  -0.08
C -17.91112 -32.00576 -3.92418  -0.11
N -19.02623 -32.36097 -4.57190  -0.38
C -18.62505 -32.86162 -5.78163  -0.10
C -20.37615 -32.52102 -4.04558  -0.39
H -16.26450 -30.70650 -7.38185  0.24
H -17.20929 -31.43592 -8.73790  0.18
H -15.65760 -31.92642 -8.61059  0.20
H -15.61073 -33.32099 -6.93922  0.24
H -17.10565 -33.65167 -7.76184  0.21
H -15.80565 -31.84056 -4.76486  0.25
H -17.88133 -31.59851 -2.92435  0.21
H -19.23034 -33.28187 -6.57118  0.18
H -20.45026 -32.12521 -3.03269  0.20
H -20.56359 -33.57306 -3.83068  0.17
H -21.12052 -32.13475 -4.74185  0.19
Cl -14.45201 -35.57571 -9.07661  -0.90
N -12.56001 -33.35685 -11.92163  -1.26
S -12.01330 -32.00511 -12.77140  2.44
O -12.69435 -31.68038 -13.97481  -0.93
O -10.58458 -31.77339 -12.76624  -0.86
F -12.54396 -30.96943 -11.71877  -0.49
S -11.67771 -34.36570 -12.49083  2.44
O -10.36896 -34.51011 -11.82782  -0.90
O -11.67165 -34.69131 -13.93357  -0.90
F -12.45046 -35.64575 -11.80384  -0.51
N -12.89409 -31.68525 -8.28525  -1.20
S -12.87009 -30.03615 -8.43773  2.37
O -11.70520 -29.41117 -9.05188  -0.87
O -13.65259 -29.20342 -7.49054  -0.87
F -13.86211 -30.03372 -9.64576  -0.52
S -12.53278 -31.65774 -6.79156  2.41
O -13.56548 -31.42543 -5.79668  -0.90
O -11.14595 -31.23409 -6.50563  -0.88
F -12.45109 -33.26887 -6.60484  -0.51

2S+1 = 2
energy = -5558.5622 hartree
HOMO energy (spin up / spin down) = -1.61 / -5.69 eV
net charge = -1
expectation value of S² = 0.756
frontier orbital gap (spin up / spin down) = 0.1029 / 0.2526 Eh
lowest unoccupied orbital energy (spin up / spin down) = 0.04374 / 0.04364 hartree

Below is a 2-piece molecular cluster, C16H35IN2O4 overall, with properties calculated with ωB97M-V/def2-TZVPD.

Last column: natural (NBO) charge in e.
Geometry (Å):
C 0.27712 -3.47788 -2.02356  -0.65
C -1.19788 -3.28051 -2.57656  -0.08
O -2.09268 -2.76804 -1.54806  -0.41
N -2.66347 -1.61862 -2.08750  -0.18
C -4.14364 -1.61135 -2.01381  -0.07
C -4.65896 -1.46998 -3.52181  -0.62
C -4.77501 -2.94827 -1.45417  -0.41
C -4.86350 -4.10916 -2.53465  -0.62
C -2.05610 -0.40592 -1.58478  -0.22
I -2.45794 0.02919 0.51726  -0.09
C -2.42065 0.77796 -2.57926  0.71
O -2.85789 1.85436 -2.15183  -0.73
O -2.18639 0.54384 -3.81845  -0.76
H 0.62109 -4.48596 -2.36660  0.21
H 0.30521 -3.34414 -0.91811  0.22
H 0.93830 -2.71818 -2.52383  0.20
H -1.62793 -4.20455 -3.03728  0.17
H -1.12541 -2.49820 -3.37904  0.22
H -4.58583 -0.74653 -1.46287  0.22
H -4.03999 -2.09799 -4.20083  0.21
H -4.56380 -0.41272 -3.88210  0.25
H -5.74835 -1.72368 -3.52402  0.18
H -4.32287 -3.28873 -0.49470  0.22
H -5.85007 -2.69727 -1.22059  0.20
H -3.93249 -4.15223 -3.15358  0.20
H -5.74144 -3.97250 -3.22022  0.21
H -5.01713 -5.10942 -2.04454  0.20
H -0.94368 -0.54349 -1.67041  0.22
C 0.75787 2.65159 0.88078  -0.66
C 2.21544 2.92146 1.18886  -0.21
N 2.56036 2.90111 2.67415  -0.21
C 1.76690 4.00845 3.34711  -0.40
C 4.01945 3.29529 2.87622  -0.21
C 5.06702 2.34664 2.32047  -0.64
C 2.17187 1.60603 3.39521  -0.23
C 2.68769 0.29018 2.81968  -0.08
O 2.20187 0.07458 1.51283  -0.55
C 3.07512 -0.68502 0.68466  -0.25
H 0.10775 3.43919 1.26483  0.21
H 0.62111 2.63344 -0.20151  0.27
H 0.40643 1.69898 1.26950  0.26
H 2.49589 3.90751 0.81582  0.21
H 2.85053 2.19826 0.68950  0.23
H 1.97853 4.94417 2.83293  0.23
H 2.07975 4.06670 4.38895  0.22
H 0.70809 3.77035 3.29747  0.24
H 4.17058 3.41753 3.95023  0.22
H 4.13451 4.27154 2.40267  0.22
H 5.27079 1.53176 3.01327  0.22
H 6.01216 2.88294 2.21512  0.25
H 4.81880 1.93670 1.34304  0.23
H 1.08141 1.58336 3.40172  0.25
H 2.51741 1.71775 4.42495  0.22
H 2.30215 -0.52024 3.45145  0.21
H 3.77271 0.22305 2.86512  0.18
H 3.79252 -1.27491 1.25933  0.18
H 3.61420 -0.00299 0.01920  0.17
H 2.47248 -1.35549 0.07236  0.22

energy = -1338.5889 hartree
HOMO energy = -6.33 eV
frontier orbital gap = 0.2062 Eh
lowest unoccupied orbital energy = -0.02650 hartree

Below is C6H12NP3 as an isolated structure, with properties calculated with ωB97M-V/def2-TZVPD.

Last column: natural (NBO) charge in e.
Geometry (Å):
C 0.49126 -0.13267 -0.03510  -0.80
C -0.05417 1.18948 0.43638  0.31
C -1.47666 -0.14846 1.50939  -0.11
C -2.54473 -0.34139 2.23306  -0.37
C 2.20956 2.40722 -0.16289  -0.61
C 0.69018 2.46151 0.10313  -0.46
N -1.11847 1.13332 1.12692  -0.46
P -0.35268 -1.56883 0.96091  0.46
P 0.84020 -2.25556 -2.20177  0.00
P -0.68826 -1.15740 -1.04100  0.26
H 1.52106 -0.03023 -0.41031  0.26
H -2.91815 0.49476 2.72834  0.21
H -2.95126 -1.27955 2.40140  0.20
H -1.17953 -4.98441 -0.58866  0.01
H 2.64420 1.59415 0.41727  0.21
H 2.59222 3.35204 0.04813  0.22
H 2.39227 2.11567 -1.18477  0.21
H 0.11538 2.93028 -0.82286  0.23
H 0.52916 3.36791 0.78003  0.24
H 0.00417 -3.27285 -2.74764  0.01
H 0.44459 -1.58423 -3.33436  0.00
H -1.19034 -4.29076 -0.21562  -0.01

energy = -1314.5074 hartree
HOMO energy = -8.46 eV
frontier orbital gap = 0.3199 Eh
lowest unoccupied orbital energy = 0.00897 hartree